No. 1
C54H100O46P4 | ωB97M-V/def2-TZVPD

The highest occupied orbital energy comes out at -10.1 eV. For the relative energy (zero: lowest compared OMol25 entry of this formula, charge and spin), the calculation gives 23.8 kJ/mol. The value obtained for the frontier orbital gap is 10.154 eV. Its spin multiplicity is 1.

```
204
C54H100O46P4 ωB97M-V/def2-TZVPD
C -1.69 -24.31 2.01
C -2.87 -25.13 2.47
O -2.33 -26.38 2.97
C -1.03 -26.43 2.60
O -0.28 -27.44 2.67
O -0.65 -25.24 2.00
H -1.36 -23.55 2.72
H -1.83 -23.76 1.08
H -3.59 -25.30 1.67
H -3.44 -24.54 3.18
C -8.59 -18.12 3.91
C -7.71 -18.96 3.02
O -6.98 -18.02 2.36
C -7.46 -16.75 2.55
O -6.86 -15.73 2.58
O -8.62 -16.88 3.28
H -8.08 -17.89 4.84
H -9.62 -18.48 3.98
H -8.28 -19.42 2.22
H -7.09 -19.77 3.40
C -4.54 -20.18 -5.05
C -5.45 -19.00 -4.81
O -4.78 -18.32 -3.85
C -3.72 -18.92 -3.31
O -3.04 -18.50 -2.38
O -3.56 -20.00 -3.98
H -4.39 -20.21 -6.13
H -5.08 -21.08 -4.73
H -6.38 -19.49 -4.53
H -5.39 -18.52 -5.78
C -3.82 -14.69 1.57
C -3.85 -15.97 0.76
O -2.65 -16.53 1.36
C -2.41 -16.07 2.61
O -1.65 -16.68 3.40
O -3.19 -15.10 2.83
H -4.85 -14.33 1.59
H -3.37 -13.84 1.06
H -3.78 -15.79 -0.31
H -4.79 -16.49 0.97
C -7.99 -13.64 0.60
C -8.55 -12.96 1.86
O -7.59 -11.99 2.16
C -6.55 -12.06 1.32
O -5.59 -11.28 1.19
O -6.77 -13.05 0.39
H -8.61 -13.52 -0.29
H -7.88 -14.72 0.67
H -8.63 -13.67 2.69
H -9.55 -12.53 1.80
C -2.51 -20.95 2.65
C -3.04 -19.57 3.01
O -4.26 -19.83 3.64
C -4.33 -21.10 3.89
O -5.35 -21.69 4.43
O -3.22 -21.74 3.57
H -1.43 -20.88 2.68
H -2.91 -21.22 1.67
H -3.20 -18.95 2.13
H -2.55 -19.16 3.90
C -11.84 -16.81 2.07
C -13.09 -17.63 2.36
O -12.64 -18.82 1.76
C -11.37 -18.81 1.32
O -10.71 -19.80 0.98
O -10.91 -17.57 1.31
H -11.41 -16.51 3.03
H -12.17 -15.94 1.50
H -14.03 -17.35 1.88
H -13.00 -17.90 3.41
C -5.48 -27.78 3.09
C -4.83 -28.76 2.23
O -5.30 -28.42 0.93
C -5.73 -27.24 0.93
O -6.11 -26.71 -0.12
O -5.95 -26.80 2.13
H -4.96 -27.55 4.02
H -6.42 -28.19 3.43
H -5.17 -29.79 2.24
H -3.74 -28.76 2.30
C -11.34 -21.53 -2.66
C -10.59 -22.86 -2.76
O -9.37 -22.44 -3.28
C -9.43 -21.28 -3.79
O -8.58 -20.66 -4.46
O -10.63 -20.71 -3.54
H -11.43 -21.20 -1.63
H -12.36 -21.68 -3.00
H -11.13 -23.59 -3.36
H -10.51 -23.25 -1.75
C -1.15 -20.49 -1.37
C -1.40 -21.93 -1.13
O -0.65 -22.13 0.06
C 0.27 -21.16 0.12
O 1.10 -21.29 0.96
O 0.07 -20.22 -0.79
H -1.91 -19.88 -0.87
H -1.16 -20.27 -2.44
H -1.07 -22.44 -2.03
H -2.45 -22.08 -0.84
C -8.95 -26.42 -1.83
C -9.55 -25.70 -0.63
O -10.96 -25.96 -0.54
P -11.89 -25.10 0.48
O -11.96 -23.66 0.02
O -13.31 -25.96 0.57
C -13.89 -26.48 -0.60
C -15.42 -26.91 -0.27
O -11.02 -25.34 1.83
C -11.30 -26.45 2.75
C -10.76 -27.81 2.24
H -7.96 -26.09 -2.15
H -8.78 -27.45 -1.51
H -9.56 -26.44 -2.74
H -8.94 -26.05 0.21
H -9.38 -24.63 -0.73
H -13.80 -25.88 -1.50
H -13.29 -27.35 -0.88
H -16.00 -25.98 -0.22
H -15.98 -27.44 -1.04
H -15.54 -27.52 0.62
H -10.75 -26.23 3.66
H -12.36 -26.47 3.00
H -9.75 -28.07 2.56
H -11.53 -28.57 2.42
H -10.34 -27.62 1.25
C -9.00 -17.24 -5.00
C -10.17 -17.17 -5.96
O -10.64 -18.42 -6.32
P -11.78 -18.64 -7.46
O -13.13 -18.27 -6.89
O -11.29 -17.91 -8.79
C -10.25 -18.56 -9.66
C -8.90 -17.96 -9.16
O -11.65 -20.24 -7.85
C -11.88 -21.35 -6.92
C -12.67 -22.36 -7.41
H -8.47 -16.31 -4.79
H -9.15 -17.60 -3.98
H -8.29 -17.95 -5.41
H -10.97 -16.62 -5.47
H -9.72 -16.67 -6.81
H -10.18 -19.65 -9.67
H -10.40 -18.37 -10.72
H -8.87 -16.91 -8.87
H -8.55 -18.52 -8.29
H -8.10 -18.25 -9.84
H -10.89 -21.80 -6.80
H -12.12 -21.09 -5.89
H -12.06 -22.87 -8.15
H -12.93 -23.11 -6.66
H -13.58 -22.05 -7.93
C -6.03 -19.91 -10.13
C -4.94 -20.91 -10.09
O -5.33 -21.72 -9.00
P -5.56 -23.31 -9.07
O -6.74 -23.82 -9.83
O -5.64 -23.53 -7.49
C -6.76 -24.30 -6.90
C -6.73 -24.32 -5.40
O -4.17 -23.89 -9.61
C -4.06 -25.29 -9.86
C -2.86 -25.80 -9.09
H -6.04 -19.05 -9.47
H -6.18 -19.42 -11.09
H -6.95 -20.46 -9.90
H -4.92 -21.45 -11.03
H -4.01 -20.37 -9.89
H -7.77 -23.95 -7.13
H -6.54 -25.28 -7.31
H -6.71 -23.30 -5.02
H -7.65 -24.83 -5.12
H -5.93 -24.90 -4.94
H -4.95 -25.78 -9.45
H -3.82 -25.41 -10.91
H -1.97 -25.17 -9.15
H -3.25 -25.83 -8.08
H -2.46 -26.75 -9.43
C -4.85 -23.24 -1.12
C -5.39 -22.09 -2.02
O -6.62 -21.50 -1.58
P -6.71 -20.60 -0.24
O -5.62 -19.59 -0.30
O -8.24 -20.00 -0.24
C -8.57 -19.03 -1.28
C -8.05 -17.68 -0.94
O -6.74 -21.55 1.13
C -7.50 -22.74 1.17
C -8.60 -22.54 2.14
H -4.26 -22.77 -0.33
H -5.56 -23.96 -0.71
H -4.06 -23.81 -1.63
H -4.61 -21.33 -2.06
H -5.66 -22.36 -3.04
H -8.08 -19.31 -2.21
H -9.66 -19.04 -1.36
H -7.14 -17.63 -0.33
H -7.83 -17.26 -1.92
H -8.82 -17.04 -0.52
H -8.00 -23.01 0.24
H -6.83 -23.57 1.38
H -8.54 -22.32 3.21
H -9.20 -21.68 1.83
H -9.12 -23.48 2.26
```

---

No. 2
C54H108As2F32N10O16S8 | ωB97M-V/def2-TZVPD

The highest occupied orbital energy comes out at -10.1 eV. The value obtained for the frontier orbital gap is 10.047 eV. Its spin multiplicity is 1.

```
230
C54H108As2F32N10O16S8 ωB97M-V/def2-TZVPD
C 0.83 -1.79 -6.06
C 0.73 -0.52 -7.05
C 1.00 0.72 -6.23
N 1.15 1.95 -7.13
C 2.49 2.09 -7.82
C 0.96 3.23 -6.32
C 0.43 4.28 -7.39
C -0.06 3.47 -8.56
C 0.05 2.01 -8.14
H -0.15 -1.87 -5.55
H 1.67 -1.64 -5.37
H 0.99 -2.72 -6.60
H -0.25 -0.53 -7.51
H 1.56 -0.68 -7.76
H 1.80 0.75 -5.51
H 0.01 0.99 -5.87
H 3.32 1.88 -7.08
H 2.48 3.12 -8.24
H 2.54 1.44 -8.70
H 1.90 3.55 -5.91
H 0.25 3.06 -5.59
H 1.24 4.96 -7.69
H -0.31 4.88 -6.91
H 0.42 3.68 -9.52
H -1.14 3.65 -8.65
H 0.22 1.26 -8.91
H -0.85 1.91 -7.52
C -6.07 1.18 3.16
C -5.35 0.54 2.00
C -5.85 1.22 0.72
N -5.11 0.87 -0.55
C -3.68 1.37 -0.51
C -5.78 1.60 -1.71
C -6.95 0.74 -2.19
C -6.63 -0.70 -1.62
C -5.23 -0.54 -0.94
H -5.81 2.28 3.23
H -5.86 0.80 4.14
H -7.18 1.08 3.14
H -5.51 -0.48 2.03
H -4.29 0.72 2.18
H -5.73 2.35 0.91
H -6.91 1.12 0.56
H -3.67 2.45 -0.38
H -3.15 0.99 -1.45
H -3.33 0.87 0.40
H -5.10 1.78 -2.47
H -6.15 2.53 -1.36
H -6.84 0.68 -3.30
H -7.95 1.07 -1.98
H -6.70 -1.59 -2.25
H -7.42 -0.91 -0.84
H -4.48 -0.60 -1.70
H -5.11 -1.18 -0.09
C -3.75 -8.31 0.26
C -3.72 -8.73 1.72
C -3.60 -7.66 2.78
N -2.17 -7.28 2.99
C -1.47 -6.71 1.72
C -1.28 -8.33 3.59
C -1.27 -8.06 5.13
C -2.12 -6.80 5.32
C -2.17 -6.20 3.96
H -2.83 -8.00 -0.15
H -4.41 -7.46 0.13
H -4.12 -9.12 -0.37
H -2.98 -9.52 1.82
H -4.75 -9.10 1.95
H -3.99 -8.00 3.79
H -4.10 -6.74 2.52
H -2.21 -6.08 1.21
H -1.16 -7.53 1.09
H -0.53 -6.24 2.00
H -0.24 -8.15 3.22
H -1.55 -9.34 3.24
H -0.24 -7.86 5.33
H -1.67 -8.94 5.64
H -1.74 -6.13 6.04
H -3.08 -7.20 5.64
H -1.26 -5.57 3.89
H -3.03 -5.60 3.90
C 1.19 2.56 -2.62
C 1.25 1.65 -1.35
C 1.19 0.18 -1.87
N 1.07 -0.94 -0.80
C 2.31 -1.37 -0.10
C 0.33 -2.20 -1.34
C -0.46 -2.74 -0.11
C -0.51 -1.57 0.95
C 0.01 -0.37 0.19
H 0.91 3.61 -2.40
H 0.45 2.15 -3.36
H 2.23 2.51 -3.03
H 0.43 1.90 -0.67
H 2.21 1.88 -0.97
H 2.03 -0.05 -2.52
H 0.30 0.07 -2.47
H 3.04 -1.66 -0.90
H 2.12 -2.23 0.48
H 2.82 -0.56 0.46
H 1.09 -2.90 -1.69
H -0.26 -2.05 -2.22
H 0.02 -3.61 0.32
H -1.48 -3.03 -0.39
H 0.27 -1.82 1.73
H -1.48 -1.34 1.47
H 0.50 0.43 0.79
H -0.86 0.06 -0.34
C 7.13 -2.35 4.74
C 6.22 -1.22 4.29
C 4.75 -1.29 4.91
N 3.90 -0.12 4.55
C 3.40 -0.29 3.16
C 4.66 1.21 4.79
C 4.57 1.30 6.33
C 3.13 0.89 6.65
C 2.73 -0.05 5.54
H 8.15 -1.99 4.50
H 6.88 -3.27 4.17
H 7.03 -2.48 5.85
H 6.02 -1.16 3.24
H 6.60 -0.31 4.73
H 4.86 -1.28 5.98
H 4.14 -2.16 4.71
H 2.83 -1.25 3.19
H 4.19 -0.45 2.45
H 2.74 0.56 2.85
H 4.03 1.88 4.25
H 5.63 1.12 4.37
H 4.81 2.30 6.62
H 5.30 0.67 6.86
H 2.59 1.85 6.77
H 3.00 0.37 7.61
H 1.80 0.25 5.01
H 2.51 -1.04 5.89
C -4.83 5.17 -0.97
C -3.45 5.87 -1.18
C -3.15 6.64 0.08
N -1.80 7.30 0.09
C -1.71 8.27 -1.00
C -0.66 6.33 0.03
C 0.53 6.99 0.65
C -0.11 7.84 1.83
C -1.53 7.96 1.46
H -4.94 4.59 -1.92
H -5.65 5.88 -0.97
H -4.96 4.61 -0.06
H -3.51 6.49 -2.06
H -2.68 5.11 -1.26
H -3.26 5.96 0.89
H -3.89 7.48 0.25
H -2.67 8.79 -1.01
H -1.57 7.81 -1.94
H -0.91 8.99 -0.83
H -0.49 6.06 -0.95
H -1.01 5.51 0.72
H 1.04 7.62 -0.05
H 1.20 6.22 0.97
H 0.30 8.86 2.00
H -0.02 7.34 2.76
H -1.76 9.05 1.38
H -2.28 7.59 2.10
C -0.88 3.33 2.92
F -1.18 4.54 3.45
F -2.02 2.67 2.69
F -0.26 3.51 1.71
S 0.36 2.41 4.02
O 0.11 2.88 5.37
O 0.18 1.04 3.65
N 1.71 2.85 3.40
S 2.33 4.28 3.83
O 1.44 5.42 3.75
O 3.15 4.12 4.99
C 3.54 4.43 2.50
F 3.06 4.51 1.24
F 4.22 5.58 2.72
F 4.37 3.46 2.53
C 3.91 -4.42 2.40
F 4.64 -4.22 3.49
F 3.81 -3.25 1.72
F 4.70 -5.36 1.76
S 2.17 -4.93 2.77
O 1.86 -4.42 4.01
O 1.47 -4.34 1.66
N 2.08 -6.52 2.55
S 2.58 -7.64 3.52
O 2.58 -7.26 4.91
O 1.79 -8.81 3.17
C 4.35 -8.07 3.27
F 5.14 -7.26 4.01
F 4.48 -9.29 3.77
F 4.89 -7.93 2.06
C 5.44 -2.99 -4.62
F 4.54 -3.82 -5.13
F 6.14 -3.81 -3.70
F 6.31 -2.57 -5.55
S 4.61 -1.60 -3.75
O 4.13 -0.78 -4.82
O 3.73 -2.22 -2.82
N 5.81 -0.89 -3.10
S 5.91 -0.27 -1.66
O 7.05 0.60 -1.57
O 4.64 0.23 -1.06
C 6.37 -1.70 -0.52
F 6.20 -1.38 0.83
F 5.57 -2.72 -0.69
F 7.66 -2.12 -0.65
N -2.82 2.00 -5.19
S -2.83 0.51 -4.63
O -2.65 -0.41 -5.72
O -3.91 0.22 -3.78
F -1.53 0.36 -3.73
S -3.24 3.22 -4.20
O -2.43 3.22 -3.01
O -4.64 3.47 -4.04
F -2.84 4.44 -5.07
As 0.78 6.87 -3.71
F 2.47 7.29 -3.85
F 1.11 5.32 -4.53
F -0.91 6.48 -3.47
F 0.50 8.27 -2.81
F 0.38 7.61 -5.19
F 1.14 6.02 -2.16
As -4.28 -3.63 1.98
F -5.85 -3.27 1.51
F -4.27 -4.88 0.80
F -2.57 -3.97 2.37
F -4.33 -2.34 3.18
F -4.83 -4.78 3.18
F -3.67 -2.55 0.81
```

---

Total energy for the records above, in order: -188962.142 -400730.601 eV